Formula: C22H39BBr4F4N2O3
Source: the Open Molecules 2025 dataset
Level of theory: ωB97M-V/def2-TZVPD

E_HOMO   -0.3 eV
Relative energy (zero: lowest compared OMol25 entry of this formula, charge and spin)   0.000 eV
Total charge   -2

Geometry (Å):
B (-15.76174, 25.44027, 1.77869)
F (-16.23897, 26.77848, 1.69520)
F (-15.15078, 24.97713, 0.60264)
F (-14.83686, 25.35294, 2.86076)
F (-16.84304, 24.59646, 2.10138)
C (-17.39935, 24.69717, 7.00024)
C (-18.07625, 23.35096, 7.35228)
O (-17.16486, 22.37126, 7.57712)
H (-16.99444, 24.70812, 5.98768)
H (-16.59234, 24.91339, 7.70353)
H (-18.16409, 25.48648, 7.10310)
H (-18.76742, 23.11958, 6.49748)
H (-18.80834, 23.48188, 8.19218)
C (-21.75750, 21.22467, 11.02072)
C (-21.11295, 20.01652, 10.30484)
C (-19.74034, 20.47767, 9.97060)
O (-19.36958, 21.42097, 10.96309)
C (-20.56439, 22.15171, 11.31979)
H (-22.24209, 20.87538, 11.93106)
H (-22.42680, 21.67136, 10.28803)
H (-21.71278, 19.79270, 9.41719)
H (-21.12086, 19.06388, 10.84344)
H (-19.68753, 20.98464, 8.99648)
H (-19.01224, 19.67323, 9.85617)
H (-20.43647, 23.01695, 10.66071)
H (-20.47908, 22.40770, 12.37613)
C (-20.69164, 22.26340, 1.88280)
C (-20.61809, 20.74722, 2.12713)
C (-19.24570, 20.65896, 2.78577)
O (-18.43765, 21.61656, 2.11354)
C (-19.23315, 22.50956, 1.40978)
H (-20.71295, 22.72472, 2.87889)
H (-21.44523, 22.78081, 1.29200)
H (-20.69148, 20.20953, 1.17407)
H (-21.41476, 20.31812, 2.74163)
H (-18.73677, 19.69772, 2.71420)
H (-19.32552, 20.93972, 3.84106)
H (-19.18257, 22.24402, 0.33931)
H (-19.02058, 23.56942, 1.54995)
Br (-20.96002, 28.87530, 4.90859)
C (-20.41407, 28.32061, 6.75696)
C (-21.28985, 27.11098, 7.00525)
Br (-20.57929, 26.22428, 8.61447)
H (-20.61774, 29.05924, 7.53336)
H (-19.35573, 28.08393, 6.81010)
H (-21.01991, 26.40779, 6.22164)
H (-22.35657, 27.21437, 7.13970)
Br (-13.09048, 27.63255, 4.10682)
C (-13.95667, 26.96092, 5.76563)
C (-14.55468, 28.21313, 6.37182)
Br (-15.74948, 27.88314, 7.93492)
H (-13.12096, 26.58445, 6.34258)
H (-14.67745, 26.22273, 5.42490)
H (-15.16269, 28.68154, 5.60405)
H (-13.80092, 28.90970, 6.72191)
N (-16.79105, 25.48287, 10.22035)
C (-15.53624, 25.30632, 10.72824)
C (-15.72791, 24.61129, 11.92254)
C (-17.08175, 24.39403, 12.09007)
C (-17.75999, 25.01941, 11.04115)
H (-16.98768, 25.90772, 9.32737)
H (-14.66592, 25.72343, 10.25844)
H (-14.98659, 24.26739, 12.62837)
H (-17.55869, 23.94885, 12.95125)
H (-18.81017, 25.03868, 10.81464)
N (-21.04957, 25.99284, 2.09896)
C (-22.07772, 26.00377, 2.99354)
C (-21.69014, 25.23912, 4.08823)
C (-20.40022, 24.74405, 3.78444)
C (-20.01429, 25.26073, 2.57554)
H (-21.03766, 26.53089, 1.25449)
H (-22.96969, 26.56167, 2.75479)
H (-22.25026, 24.87301, 4.93304)
H (-19.79930, 24.10162, 4.41075)
H (-19.14092, 25.09741, 1.96417)